165
Properties=species:S:1:pos:R:3:forces:R:3 method="wB97M-V/def2-TZVPD" smiles="CC1(C)CCCC(C)(C)N1O.CC1(C)CCCC(C)(C)N1O.CC1(C)CCCC(C)(C)N1O.CC1(C)CCCC(C)(C)N1O.O=S1(=O)CCCC1.O=S1(=O)CCCC1.O=S1(=O)CCCC1" de_lowest_ev=1.091 e_tot_ha=-4054.52623 lumo_ev=0.11
C -3.90597 2.51723 -0.40219 1.1 1.2 0.0
C -3.63580 3.86261 0.39314 -0.2 -0.5 -1.0
C -4.77417 4.87731 0.21287 0.1 -0.4 0.3
C -3.61406 3.39188 1.78859 -0.2 0.3 2.6
C -3.31087 4.46801 2.81882 0.1 0.2 -0.8
C -1.95684 5.03597 2.50887 0.6 0.1 -0.9
C -1.64376 5.41424 0.95320 0.4 0.8 0.9
C -1.99315 6.96435 0.71852 -0.2 -1.5 -0.5
C -0.10687 5.17722 0.70422 -0.9 -0.4 0.0
N -2.27089 4.39786 0.03030 -1.3 -0.9 2.4
O -2.26604 4.74776 -1.31607 0.1 0.6 -0.5
H -3.01579 1.92127 -0.20092 0.2 -0.1 -0.5
H -4.71635 1.88209 -0.04444 -0.4 0.6 0.1
H -4.01405 2.73455 -1.46482 0.0 -0.3 -0.1
H -5.59560 4.60829 0.87694 -0.3 -0.4 -0.3
H -4.48978 5.85188 0.60965 0.1 0.1 -0.7
H -5.10772 4.86043 -0.82470 0.0 0.6 0.1
H -4.59655 3.00255 2.05549 0.0 -0.5 -0.3
H -2.84754 2.64158 1.98252 0.0 -0.4 -0.4
H -4.03077 5.28644 2.81530 -0.4 -0.2 0.2
H -3.21107 4.01719 3.80619 -0.5 0.1 0.2
H -1.25477 4.28384 2.86874 0.4 -0.1 -0.4
H -1.84652 5.85159 3.22350 0.5 0.6 -0.6
H -1.80782 7.16406 -0.33688 0.3 0.3 0.1
H -1.40937 7.60544 1.37906 0.3 -0.2 -0.2
H -3.03357 7.24869 0.87596 -0.1 -0.4 0.2
H 0.14926 5.20104 -0.35500 -0.2 0.5 -0.1
H 0.03614 4.12778 0.96176 0.3 0.0 0.3
H 0.58884 5.81305 1.25176 -0.2 0.1 0.1
H -1.88016 3.95585 -1.69761 0.2 0.1 -0.4
C 3.65239 -0.36622 -5.22983 0.8 0.6 0.5
C 2.50629 0.64746 -5.09339 -2.6 -0.3 -1.8
C 2.89592 2.11939 -5.37793 0.7 -0.2 0.3
C 1.57690 0.24176 -6.29874 -0.1 -0.8 0.2
C 0.16965 0.78784 -6.30273 0.7 1.4 0.4
C -0.51468 0.57564 -4.95266 0.4 -0.8 -0.7
C 0.32124 0.93909 -3.68374 -1.7 -0.7 -0.7
C 0.19320 2.38006 -3.40124 0.5 3.3 0.4
C -0.52408 0.25982 -2.55235 1.9 -1.1 0.3
N 1.69004 0.43345 -3.85583 0.1 -1.4 -1.3
O 2.53140 0.73864 -2.79877 0.2 0.8 1.2
H 4.21454 -0.16923 -6.14268 -0.2 0.2 -0.2
H 4.40831 -0.26895 -4.45059 -0.2 -0.1 0.3
H 3.33497 -1.40522 -5.31825 -0.3 0.1 0.4
H 3.70695 2.10187 -6.10597 0.2 0.1 0.1
H 2.12317 2.73532 -5.83792 -0.3 -0.3 0.2
H 3.23231 2.65357 -4.48934 0.2 -0.1 0.1
H 2.04878 0.45682 -7.25748 0.3 0.4 0.1
H 1.45391 -0.84072 -6.33355 0.3 -0.3 0.4
H 0.26112 1.85797 -6.48865 -0.3 0.3 0.0
H -0.32972 0.39355 -7.18775 -0.5 -0.2 0.3
H -0.74063 -0.48802 -4.87731 0.0 -0.2 0.0
H -1.47850 1.08436 -4.93381 0.1 0.1 0.2
H -0.58390 2.90110 -3.96047 -0.2 -0.3 -0.3
H 1.08052 2.98867 -3.57549 0.3 -0.3 -0.4
H -0.02905 2.67433 -2.37552 0.0 -0.6 0.5
H -0.50393 -0.82203 -2.68384 -0.5 -0.2 -0.4
H -1.54567 0.62642 -2.45212 0.2 0.1 -0.3
H -0.00038 0.32823 -1.59885 -0.1 0.7 0.1
H 2.39937 0.01793 -2.17848 0.1 -0.3 0.3
C -2.84832 1.88143 6.90798 -1.4 0.4 -0.3
C -1.83946 0.96189 6.22672 -0.9 0.0 0.3
C -1.59965 1.37163 4.75601 0.1 -0.9 0.1
C -0.62860 0.96873 7.09831 3.2 -0.2 -0.6
C 0.42074 -0.10462 6.65925 0.6 1.4 -0.3
C -0.14914 -1.41230 6.94125 -1.8 -1.4 -0.3
C -1.55774 -1.62323 6.19090 1.9 -1.3 1.5
C -1.29318 -2.02781 4.73061 -0.5 1.3 -0.9
C -2.11181 -2.93122 6.93329 -1.0 1.5 0.9
N -2.39634 -0.39488 6.36989 1.2 -2.1 0.9
O -3.55233 -0.60314 5.63137 -1.0 0.3 -0.7
H -3.11207 1.54912 7.91203 0.7 0.1 0.3
H -2.58816 2.93948 6.87753 0.5 -0.1 0.3
H -3.84035 1.87573 6.45637 0.0 -0.2 -0.7
H -0.73284 0.86681 4.32950 0.3 0.2 0.3
H -2.42379 0.92958 4.19612 -0.3 0.6 -0.2
H -1.48618 2.44252 4.58743 -0.2 0.0 0.1
H -0.06277 1.89838 7.03752 -0.5 0.5 -0.2
H -0.79349 0.84327 8.16843 -0.6 -0.2 -0.1
H 0.73917 -0.05261 5.61811 -0.5 0.4 -0.4
H 1.38022 0.04279 7.15500 -0.1 0.1 0.5
H -0.28180 -1.46473 8.02188 -0.4 -0.3 0.1
H 0.46024 -2.26994 6.65627 0.2 0.1 -0.1
H -0.49378 -2.73648 4.51415 -0.2 -0.3 0.6
H -1.02733 -1.16463 4.12042 0.4 0.3 0.2
H -2.21320 -2.29142 4.20891 -0.2 -0.7 0.4
H -3.18444 -3.09852 6.83549 0.0 -0.3 -1.2
H -2.15544 -2.82297 8.01702 0.7 0.7 0.3
H -1.52244 -3.84229 6.82987 0.0 0.2 -0.8
H -4.21914 -0.72435 6.31128 -0.3 0.0 -0.1
C 4.68202 -3.60433 0.37933 0.5 -0.6 -0.1
C 3.64887 -4.56317 -0.31750 -0.5 1.8 -0.5
C 2.55738 -4.73573 0.73033 -0.2 -1.0 0.5
C 3.01600 -3.74344 -1.54569 0.3 -0.4 0.9
C 3.98225 -3.56959 -2.71854 -1.1 -0.3 0.2
C 4.26587 -4.96249 -3.22038 0.8 -0.6 0.5
C 4.83915 -5.97724 -2.11962 0.4 -0.3 -0.7
C 4.65186 -7.42706 -2.63999 -0.2 0.0 -0.7
C 6.38797 -5.74360 -1.98476 -0.8 1.0 -0.2
N 4.08095 -5.86732 -0.85954 -1.2 3.2 -1.2
O 4.50674 -6.71291 0.15687 0.4 -0.9 -0.4
H 4.97140 -3.84599 1.40205 -0.3 -0.8 0.1
H 5.64305 -3.57381 -0.13408 -0.2 0.4 -0.3
H 4.22964 -2.62224 0.51701 0.1 0.2 -0.6
H 2.26884 -3.78211 1.17242 -0.3 0.1 -0.4
H 1.72662 -5.33644 0.36008 -0.4 0.4 -0.3
H 2.85634 -5.31493 1.60397 0.6 -0.1 -0.1
H 2.11176 -4.23566 -1.90370 0.2 -1.0 -0.3
H 2.48457 -2.83078 -1.27599 1.0 0.5 0.8
H 3.35793 -3.10813 -3.48364 0.4 0.5 -0.3
H 4.88417 -2.97399 -2.57740 -0.2 0.1 0.4
H 4.98910 -4.90489 -4.03384 0.2 -0.3 0.0
H 3.32651 -5.25694 -3.68836 0.0 -0.8 0.3
H 5.03274 -8.19413 -1.96573 0.2 0.1 0.1
H 5.13567 -7.56836 -3.60646 0.6 0.2 0.1
H 3.64223 -7.71629 -2.93170 -0.5 0.4 0.6
H 6.85208 -5.78206 -2.97027 0.0 -0.4 0.0
H 6.92078 -6.37570 -1.27437 -0.3 -0.1 -0.1
H 6.52303 -4.70082 -1.69755 0.2 0.0 0.3
H 4.03903 -7.42844 -0.28001 0.2 -1.3 1.3
O -4.27550 -0.59013 -4.64620 0.3 0.1 0.2
S -4.43339 -1.34971 -3.43138 0.8 -0.2 2.3
O -3.45012 -1.22406 -2.30682 -1.8 -0.5 -2.4
C -6.09259 -1.10070 -2.79761 -0.4 -0.2 0.7
C -6.89570 -2.24582 -3.39141 -1.9 1.5 -0.6
C -6.13139 -3.52532 -3.36756 0.9 0.3 0.4
C -4.79161 -3.06986 -3.93013 0.7 -0.2 -0.8
H -6.45928 -0.10604 -3.05116 0.1 -0.1 -0.2
H -6.15624 -1.21457 -1.71544 0.7 0.2 0.1
H -7.87424 -2.30467 -2.91485 0.1 -0.1 0.3
H -7.15206 -1.93936 -4.40555 0.2 -0.3 -0.4
H -6.59434 -4.24432 -4.04344 0.1 -0.2 0.3
H -6.06136 -3.87974 -2.33918 0.0 -0.3 -0.1
H -5.00230 -2.94303 -4.99203 0.4 0.1 -0.2
H -3.89910 -3.68860 -3.83702 -0.2 0.0 0.3
O 1.13320 -1.69857 2.25853 0.5 -0.2 -1.5
S 0.64784 -1.32743 0.92735 -1.6 1.1 0.9
O 1.48595 -0.87485 -0.18994 -0.2 -0.9 1.3
C -0.63717 -2.51149 0.38056 -0.3 0.9 -0.5
C -1.87312 -2.03600 1.14543 -0.5 -1.3 0.9
C -2.01033 -0.56385 1.10524 1.2 1.8 -1.1
C -0.58091 0.00972 1.28682 0.2 0.4 -0.5
H -0.37182 -3.56688 0.44251 0.2 0.2 0.4
H -0.84979 -2.26501 -0.65970 0.4 0.0 -0.3
H -2.79862 -2.37658 0.68114 0.2 -0.9 0.2
H -1.79914 -2.31378 2.19683 -0.2 -0.5 -0.1
H -2.76311 -0.14418 1.77254 0.3 -0.2 0.5
H -2.38687 -0.30160 0.11653 0.2 0.2 -0.3
H -0.38654 0.43037 2.27341 0.1 -0.5 0.1
H -0.27946 0.78523 0.58268 -0.4 0.1 -0.2
O 4.36902 6.03196 -0.37690 0.7 -1.6 0.4
S 4.87603 4.68527 -0.05718 0.1 0.0 -0.3
O 6.34719 4.47717 0.05714 -2.8 0.1 -0.2
C 3.96878 4.01578 1.42229 0.4 0.7 -1.3
C 3.82286 2.51197 1.16691 1.7 0.3 1.2
C 3.47891 2.27062 -0.26980 -1.5 1.0 -1.3
C 4.06747 3.40567 -1.22608 0.3 -0.2 1.7
H 3.00668 4.52051 1.33446 -0.1 0.0 0.0
H 4.45808 4.40205 2.31642 0.1 -0.5 0.0
H 4.77469 2.01015 1.34094 0.1 0.1 0.6
H 3.09185 2.15749 1.89360 -0.1 -0.4 -0.3
H 2.39448 2.38061 -0.27514 -0.3 0.5 -0.5
H 3.51370 1.24929 -0.64898 1.0 0.1 0.2
H 3.20695 3.87365 -1.70418 0.5 0.3 -0.2
H 4.87302 3.14588 -1.91288 -0.3 -0.3 0.0